Entry 1:
Here is C45H45Br2N9O6PS2SeV as an isolated structure at a distorted geometry from OMol25. Energies are from ωB97M-V with the def2-TZVPD basis set.

The geometry in XYZ format:
```
112
Properties=species:S:1:pos:R:3
V 1.47285 -0.48209 1.54494
C -4.08909 0.09258 -3.29290
O -3.20939 -0.68849 -2.49014
C -3.51988 -1.92471 -2.07973
C -4.78142 -2.48069 -2.34414
C -5.13368 -3.80570 -1.88219
C -4.15235 -4.58287 -1.29662
C -2.88088 -4.02150 -1.05974
C -2.52373 -2.75329 -1.48524
N -1.18493 -2.23115 -1.41372
C -0.83362 -1.58821 -0.21858
N -1.69074 -0.57650 0.19876
C -1.51284 0.27464 1.35314
C -0.33966 0.33392 2.09064
C -0.14744 1.14941 3.20181
C -1.14555 2.05240 3.55805
C -2.34697 1.96934 2.84795
C -2.51619 1.12040 1.78144
O -3.63116 1.20402 0.99574
C -4.73371 0.40013 1.43161
N 0.21701 -1.91894 0.46231
C 1.02931 -3.01359 0.00517
C 1.69380 -2.74643 -1.33555
C 2.20595 -3.78948 -2.03994
C 2.35841 -5.05333 -1.51891
C 1.84416 -5.22137 -0.08776
C 0.56540 -4.50269 0.03803
O -0.36305 -4.70903 1.04534
C -0.25417 -5.85972 1.82078
H -3.44710 0.85378 -3.64449
H -4.85801 0.41911 -2.66416
H -4.42916 -0.50262 -4.14834
H -5.54528 -1.88059 -2.80380
H -6.14305 -4.15579 -2.14332
H -4.28484 -5.64779 -1.12385
H -2.08491 -4.63269 -0.66456
H -0.39060 -2.77159 -1.75412
H -2.30043 -0.25487 -0.53706
H 0.78352 1.10210 3.68705
H -1.03702 2.76443 4.37744
H -3.15599 2.67216 3.06404
H -5.56879 0.40565 0.71127
H -5.13874 0.82964 2.40108
H -4.42336 -0.62953 1.54610
H 1.42791 -1.88763 -1.89467
H 2.45636 -3.61753 -3.12103
H 2.53098 -5.92961 -2.09546
H 1.78625 -6.26077 0.10953
H -0.97568 -5.80722 2.61258
H 0.71334 -5.87408 2.31724
H -0.38906 -6.79258 1.21493
Br 7.41678 1.57335 3.32869
C 5.81554 1.14213 2.37747
C 4.80703 2.03908 2.41950
C 3.60459 1.60343 1.91663
N 3.41318 0.34482 1.58001
C 4.40257 -0.49084 1.45844
C 5.75515 -0.13106 1.73422
C 3.94454 -1.90114 1.30350
C 4.79217 -3.02250 0.81494
C 4.20315 -4.18128 0.51227
Br 5.33738 -5.61833 -0.06077
C 2.80434 -4.51399 0.89116
C 2.00208 -3.20365 1.22198
N 2.71037 -2.06602 1.43606
H 4.93494 3.01846 2.84273
H 2.70492 2.20741 1.90877
H 6.57145 -0.84646 1.72945
H 5.89007 -3.02763 0.87053
H 2.93934 -5.06865 1.85684
H 1.35934 -3.32199 2.07880
Se 1.10319 -3.51955 5.25047
C 1.37215 -2.04588 4.28289
N 1.45734 -1.15413 3.57314
N -5.22948 7.09114 0.11362
C -4.26924 6.18081 -0.36095
C -3.52278 6.51307 -1.54635
C -2.50158 5.71030 -1.94631
C -2.28986 4.49031 -1.26462
C -3.09627 4.09653 -0.16680
C -4.07561 4.95103 0.25174
S -1.10662 3.23931 -1.87376
O -1.88260 2.04119 -2.16683
O -0.34264 3.81369 -3.01051
N -0.17165 2.89800 -0.63479
C 0.53545 3.82050 0.02096
S 0.56233 5.59624 -0.44060
C 1.86351 5.75746 0.65371
C 2.13833 4.58473 1.30271
N 1.43584 3.50020 0.92733
H -5.06567 8.07106 -0.13550
H -5.53249 6.89959 1.03768
H -3.71679 7.47649 -1.97973
H -1.82673 5.87047 -2.76460
H -2.93577 3.10972 0.31577
H -4.70747 4.64540 1.07774
H 2.35497 6.73882 0.76524
H 2.85828 4.45293 2.11957
C 2.93805 2.35923 -1.91214
P 2.34649 0.68404 -1.67570
C 1.00870 0.50800 -2.83673
C 3.74645 -0.33743 -2.14841
O 1.70502 0.23963 -0.37452
H 3.79678 2.25459 -2.59234
H 3.31942 2.92780 -1.04079
H 2.12069 2.88950 -2.38795
H 1.29417 0.98249 -3.76254
H 0.19249 1.09901 -2.35179
H 0.62870 -0.47548 -3.04658
H 4.16736 0.09044 -3.04343
H 3.42060 -1.32493 -2.32364
H 4.57523 -0.31054 -1.40284
```

**Spin multiplicity**: 4
**Strongest force on any atom**: 3.4 eV/A
**Gap between HOMO and LUMO (spin up / spin down)**: 4.3263 / 4.3934 eV
**Net charge**: -1

---

Entry 2:
Here is C45H45ClN9O6PRbS2 as an isolated structure at a distorted geometry from OMol25. Energies are from ωB97M-V with the def2-TZVPD basis set.

The geometry in XYZ format:
```
110
Properties=species:S:1:pos:R:3
Rb -0.03695 -0.27989 0.52878
O 0.24294 1.47092 5.04949
C -0.18317 2.74183 4.96923
C -0.40228 3.43222 6.16508
C -0.82207 4.74712 6.14474
C -1.03153 5.40157 4.93310
C -0.81810 4.71734 3.75000
C -0.39873 3.38773 3.73833
C -0.16472 2.65237 2.45135
O 0.25812 1.45081 2.52011
N -0.36058 3.36746 1.36422
N -0.45007 2.70307 0.18558
C 0.04075 3.29657 -0.83308
C -0.15029 2.75893 -2.19023
C 0.39056 3.46010 -3.27314
C 0.25024 2.95352 -4.55123
C -0.44032 1.76312 -4.72695
C -0.96024 1.14723 -3.59830
N -0.82586 1.61625 -2.36464
H 0.34447 1.17334 4.09848
H -0.23060 2.90583 7.09536
H -0.98645 5.26888 7.08048
H -1.35733 6.43383 4.91594
H -0.96698 5.19730 2.79211
H 0.58953 4.23523 -0.72657
H 0.92089 4.38746 -3.09376
H 0.67246 3.47864 -5.39956
H -0.56971 1.31811 -5.70425
H -1.49970 0.20770 -3.68869
O -0.26608 -4.48813 1.44364
Cl 0.01168 -3.08215 1.47343
O 0.79848 -2.72887 2.62563
O -1.24521 -2.34249 1.52271
O 0.72775 -2.69340 0.27331
C 2.97839 1.30352 -2.12329
C 2.45312 0.20063 -2.97820
N 1.43784 -0.54717 -2.68840
C 1.21863 -1.50190 -3.65167
C 2.09216 -1.47412 -4.69501
S 3.22598 -0.21505 -4.47121
C 0.10459 -2.44863 -3.48888
C -0.11507 -3.53995 -4.27395
S -1.46583 -4.40451 -3.69078
C -1.65802 -3.24021 -2.42344
N -0.78786 -2.28265 -2.45602
C -2.73998 -3.38968 -1.40605
H 2.39224 1.36480 -1.20742
H 2.91550 2.26370 -2.63565
H 4.01968 1.11042 -1.86238
H 2.12166 -2.11131 -5.56297
H 0.45465 -3.88161 -5.12161
H -3.24226 -4.35056 -1.51475
H -3.48102 -2.59446 -1.51360
H -2.31154 -3.33126 -0.40446
C 4.91631 -1.23085 5.88122
C 3.96519 -1.96353 5.18644
C 3.38784 -1.44488 4.03641
C 3.76204 -0.18974 3.55747
C 4.71791 0.53878 4.26218
C 5.28889 0.02286 5.41698
P 2.98436 0.33211 1.96785
C 4.27007 -0.31661 0.81140
C 5.63379 -0.03364 0.89984
C 6.52672 -0.56562 -0.01501
C 6.07064 -1.40283 -1.03030
C 4.72237 -1.70704 -1.11764
C 3.82813 -1.16518 -0.19943
C 3.34688 2.13366 1.98066
C 4.01934 2.79063 0.95451
C 4.12312 4.17676 0.94178
C 3.55325 4.92937 1.95611
C 2.88434 4.28671 2.99030
C 2.78381 2.90646 3.00000
H 5.36023 -1.63070 6.78477
H 3.65762 -2.93809 5.54454
H 2.63210 -2.01331 3.50950
H 5.01789 1.51978 3.91591
H 6.02617 0.60538 5.95632
H 5.99676 0.61051 1.69285
H 7.58230 -0.33487 0.06444
H 6.77065 -1.82068 -1.74373
H 4.35584 -2.36268 -1.89869
H 2.77495 -1.41274 -0.28369
H 4.48039 2.21965 0.16080
H 4.65091 4.66578 0.13129
H 3.62243 6.00999 1.94006
H 2.41653 4.85930 3.78178
H 2.24334 2.41984 3.80367
C -3.59007 0.42802 1.60164
N -5.01692 0.10748 1.43046
C -5.11059 -1.04836 0.53462
N -4.49364 -0.80052 -0.77387
C -3.08252 -0.44977 -0.54064
N -2.94289 0.71954 0.32396
C -3.62028 1.84590 -0.30501
N -5.04938 1.56395 -0.52962
C -5.65499 1.24726 0.76777
C -5.14626 0.36832 -1.37102
H -3.08987 -0.42120 2.07247
H -3.49487 1.29896 2.25387
H -6.16542 -1.29604 0.38588
H -4.60960 -1.89872 1.00259
H -2.60282 -0.24218 -1.49998
H -2.58156 -1.29250 -0.06315
H -3.13408 2.05455 -1.25877
H -3.52273 2.72354 0.33758
H -6.71425 1.02044 0.61679
H -5.57259 2.12211 1.41651
H -4.67668 0.57794 -2.33536
H -6.20252 0.13736 -1.53648
```

**Spin multiplicity**: 1
**Strongest force on any atom**: 2.2 eV/A
**Gap between HOMO and LUMO**: 6.8440 eV
**Net charge**: -1